1.
This record from OMol25 describes C43H45AsBN8O5PS2Ti as an isolated structure at a distorted geometry. The level of theory is ωB97M-V/def2-TZVPD.

Properties
orbital gap	7.10	eV
energy relative to the best compared isomer or geometry (same formula, charge and spin)	0.4918	eV
spin multiplicity	1

```
107
Properties=species:S:1:pos:R:3:forces:R:3:lowdin_charge:R:1
Ti 0.075 -0.459 0.513 -1.34 -1.59 1.05 0.79
C 1.775 -4.259 -0.739 -0.02 0.06 -0.01 -0.03
C 1.001 -3.117 -0.931 0.09 -0.05 -0.22 -0.13
N 1.082 -2.326 0.138 0.47 -0.08 0.18 -0.07
N 1.912 -2.928 1.017 -0.24 -0.25 0.00 0.03
C 2.331 -4.098 0.516 0.02 0.02 -0.09 -0.05
B 2.410 -2.161 2.260 -0.02 0.15 -0.12 -0.65
N 3.174 -0.933 1.722 -0.20 0.13 -0.04 -0.03
C 3.906 -0.083 2.474 -0.06 0.15 0.01 -0.08
C 4.679 0.672 1.627 0.03 0.14 0.11 -0.06
C 4.349 0.201 0.345 -0.05 -0.06 0.03 -0.16
N 3.452 -0.769 0.402 0.00 -0.05 -0.04 0.07
N 1.146 -1.758 3.101 0.05 0.06 0.10 0.06
C 0.845 -1.989 4.391 -0.05 0.11 -0.05 -0.04
C -0.369 -1.396 4.681 -0.04 -0.12 0.03 -0.02
C -0.774 -0.816 3.490 0.11 0.07 0.02 -0.15
N 0.131 -1.036 2.534 0.24 -0.29 0.68 -0.08
N 3.436 -2.998 3.022 -0.01 -0.06 0.13 -0.01
C 4.674 -3.265 2.533 0.01 -0.02 -0.02 -0.10
C 5.397 -3.880 3.520 0.00 -0.09 0.08 -0.06
C 4.507 -3.939 4.611 0.03 0.00 -0.07 -0.15
N 3.338 -3.407 4.307 -0.01 -0.14 0.02 0.06
H 1.912 -5.084 -1.416 -0.02 0.01 0.01 0.10
H 0.403 -2.835 -1.785 -0.02 0.07 0.05 0.11
H 2.982 -4.743 1.081 0.04 0.08 -0.01 0.13
H 3.822 -0.073 3.549 0.00 -0.01 -0.01 0.14
H 5.374 1.450 1.890 -0.02 0.00 0.01 0.09
H 4.747 0.521 -0.606 -0.08 -0.01 -0.02 0.10
H 1.523 -2.567 4.992 0.02 0.04 0.02 0.10
H -0.892 -1.395 5.621 0.04 0.01 0.00 0.10
H -1.661 -0.237 3.286 0.00 -0.02 -0.08 0.08
H 4.949 -3.000 1.523 -0.03 0.09 0.04 0.13
H 6.412 -4.234 3.472 -0.01 0.02 -0.02 0.09
H 4.674 -4.339 5.598 -0.02 0.00 -0.01 0.10
O -0.425 2.872 1.719 0.13 -0.01 -0.05 -0.33
S 0.920 2.379 1.695 -0.23 1.11 0.50 0.53
O 1.586 2.235 2.953 0.21 -0.20 -0.21 -0.26
O 0.965 1.022 0.939 1.12 1.23 0.03 -0.46
C 1.870 3.460 0.641 -0.01 -0.38 -0.38 -0.25
C 2.949 4.112 1.221 -0.06 -0.17 0.25 -0.06
C 3.747 4.935 0.449 0.06 0.08 -0.08 -0.07
C 3.473 5.083 -0.901 0.04 0.05 -0.05 -0.06
C 2.387 4.440 -1.472 -0.06 -0.09 0.05 -0.07
C 1.543 3.630 -0.715 0.06 -0.05 0.32 -0.30
P -0.009 2.890 -1.421 0.06 0.35 -0.26 1.15
C -0.940 4.460 -1.658 -0.03 -0.17 -0.02 -0.34
C -1.938 4.703 -0.714 0.04 -0.05 0.02 -0.10
C -2.700 5.861 -0.772 0.00 0.05 -0.01 -0.08
C -2.474 6.790 -1.776 0.00 -0.02 0.02 -0.09
C -1.476 6.562 -2.713 0.05 0.01 -0.08 -0.08
C -0.713 5.406 -2.658 -0.04 0.01 0.08 -0.10
C 0.599 2.411 -3.088 0.02 -0.21 0.27 -0.37
C -0.053 2.658 -4.292 -0.02 0.03 0.05 -0.10
C 0.385 2.050 -5.464 -0.08 -0.01 0.01 -0.08
C 1.453 1.169 -5.442 0.03 -0.01 -0.04 -0.09
C 2.093 0.890 -4.241 -0.02 -0.01 0.04 -0.07
C 1.665 1.501 -3.076 -0.05 0.09 -0.05 -0.10
H 3.146 3.953 2.273 0.05 -0.02 -0.05 0.11
H 4.590 5.451 0.892 -0.02 -0.02 0.03 0.11
H 4.106 5.710 -1.517 0.00 -0.01 0.01 0.11
H 2.193 4.564 -2.529 -0.04 0.01 -0.03 0.10
H -2.089 3.983 0.083 -0.05 0.00 -0.03 0.09
H -3.471 6.039 -0.032 0.02 -0.02 0.01 0.10
H -3.068 7.694 -1.827 0.00 -0.01 0.01 0.10
H -1.284 7.291 -3.492 -0.03 -0.01 0.01 0.10
H 0.061 5.245 -3.397 0.03 -0.01 -0.02 0.09
H -0.913 3.315 -4.318 -0.01 0.01 -0.02 0.10
H -0.129 2.254 -6.396 0.00 0.01 0.01 0.10
H 1.774 0.685 -6.356 0.01 0.01 0.01 0.10
H 2.909 0.178 -4.207 0.00 0.02 -0.01 0.11
H 2.137 1.261 -2.129 0.10 -0.04 -0.02 0.10
O -1.071 -1.305 -3.090 0.20 0.05 0.08 0.12
C -1.227 -0.558 -2.159 -0.44 -0.11 -0.60 -0.53
O -0.343 -0.494 -1.159 -0.04 0.19 -1.97 -0.23
C -2.386 0.348 -2.011 -0.05 0.13 0.28 -0.18
C -3.087 0.668 -3.176 0.14 -0.07 -0.04 -0.02
C -4.159 1.533 -3.147 -0.05 0.03 -0.02 -0.07
C -4.570 2.059 -1.924 0.01 -0.03 -0.05 -0.07
C -3.915 1.717 -0.760 0.05 -0.04 0.13 -0.12
C -2.796 0.873 -0.774 0.03 -0.15 -0.20 -0.54
S -2.083 0.550 0.796 0.07 0.12 0.18 0.75
H -2.746 0.217 -4.099 -0.01 0.06 -0.02 0.12
H -4.675 1.796 -4.060 0.00 -0.01 0.01 0.10
H -5.410 2.742 -1.885 -0.01 -0.02 0.03 0.11
H -4.246 2.101 0.197 -0.01 0.07 -0.05 0.10
C -4.409 -1.598 2.109 0.08 -0.14 -0.07 -0.18
C -3.422 -2.765 2.075 0.10 0.39 -0.04 -0.40
As -1.932 -2.711 0.752 -0.68 -0.95 0.23 1.24
C -1.221 -4.496 1.285 0.18 0.22 -0.04 -0.40
C -2.122 -5.718 1.142 0.01 0.15 -0.01 -0.16
C -2.934 -3.221 -0.891 0.09 0.20 -0.01 -0.38
C -4.326 -3.827 -0.746 0.06 -0.01 0.07 -0.15
H -5.238 -1.836 2.780 -0.01 0.00 -0.03 0.07
H -4.820 -1.393 1.119 -0.02 0.05 0.03 0.06
H -3.943 -0.682 2.457 0.01 0.08 0.03 0.02
H -3.972 -3.682 1.870 0.11 -0.07 0.00 0.04
H -2.945 -2.879 3.051 0.04 -0.05 -0.01 0.06
H -0.906 -4.376 2.326 0.01 0.05 0.01 0.07
H -0.312 -4.652 0.702 -0.02 0.03 0.07 0.03
H -3.069 -5.591 1.668 0.00 -0.07 -0.02 0.05
H -1.627 -6.595 1.563 -0.01 -0.01 -0.01 0.07
H -2.332 -5.930 0.093 -0.05 -0.02 0.02 0.06
H -2.273 -3.901 -1.433 0.04 0.03 -0.02 0.07
H -3.010 -2.320 -1.498 0.03 0.02 -0.04 0.04
H -4.319 -4.759 -0.182 -0.03 0.02 0.00 0.05
H -4.731 -4.042 -1.737 -0.01 -0.01 0.01 0.08
H -5.013 -3.137 -0.256 0.00 -0.04 0.00 0.06
```
Forces are in eV/Å.



2.
This record from OMol25 describes C43H45AsBr2InNP2S as an isolated structure. The level of theory is ωB97M-V/def2-TZVPD.

Properties
orbital gap	6.84	eV
spin multiplicity	1

```
96
Properties=species:S:1:pos:R:3:forces:R:3:lowdin_charge:R:1
In -0.754 -0.080 0.867 0.14 0.04 0.29 0.55
Br -2.035 -1.926 -2.249 -0.03 -0.03 -0.08 0.56
C -3.254 -0.499 -1.819 0.09 -0.05 -0.02 -1.09
Br -4.329 -0.895 -0.271 -0.13 0.05 -0.10 0.57
H -3.915 -0.352 -2.662 -0.03 -0.02 -0.01 0.00
H -2.667 0.383 -1.594 0.07 0.02 0.03 -0.05
C 2.863 1.495 -2.225 0.06 -0.08 0.16 -0.30
N 3.836 1.306 -1.166 -0.07 -0.25 0.00 -0.20
C 3.538 1.934 0.100 -0.08 0.11 -0.13 -0.33
P 1.876 1.497 0.837 0.24 0.00 0.07 1.02
C 1.848 2.717 2.203 -0.06 -0.02 -0.08 -0.38
C 0.593 3.130 2.645 0.02 0.01 0.03 -0.11
C 0.466 3.987 3.731 -0.01 0.03 0.03 -0.08
C 1.600 4.460 4.373 0.00 0.00 0.00 -0.09
C 2.857 4.064 3.934 0.04 -0.03 -0.03 -0.08
C 2.982 3.195 2.861 -0.04 -0.03 0.04 -0.08
C 2.265 -0.092 1.724 0.01 0.03 -0.10 -0.47
C 1.986 -0.148 3.260 -0.11 -0.11 0.06 -0.20
C 2.963 -0.929 4.031 0.01 -0.03 0.01 -0.07
C 3.874 -1.731 3.458 0.02 0.00 0.08 -0.09
C 4.093 -1.714 2.028 -0.01 0.05 -0.10 -0.07
C 3.413 -0.870 1.234 -0.03 -0.06 0.09 -0.08
C 5.161 0.991 -1.492 0.02 -0.05 -0.03 -0.23
C 6.249 1.477 -0.758 -0.05 0.02 0.00 -0.03
C 7.549 1.150 -1.115 -0.01 -0.01 -0.01 -0.09
C 7.809 0.340 -2.208 0.04 -0.02 0.00 -0.11
C 6.737 -0.165 -2.931 -0.03 0.03 0.02 -0.09
C 5.434 0.142 -2.576 -0.04 0.03 0.03 -0.02
P 1.498 0.193 -2.271 -0.03 0.10 -0.01 1.06
C 2.119 -0.834 -3.665 -0.07 0.02 0.09 -0.41
C 2.325 -2.187 -3.413 -0.08 -0.01 0.01 -0.10
C 2.889 -3.014 -4.378 0.01 -0.02 -0.02 -0.08
C 3.248 -2.492 -5.610 0.00 -0.02 0.04 -0.08
C 3.041 -1.143 -5.876 -0.01 0.06 -0.02 -0.08
C 2.487 -0.319 -4.909 0.00 -0.06 -0.02 -0.12
C 0.190 1.227 -3.055 0.03 -0.04 -0.02 -0.39
C -0.456 0.897 -4.246 0.00 -0.05 0.07 -0.11
C -1.439 1.723 -4.773 -0.06 -0.03 -0.01 -0.09
C -1.810 2.885 -4.113 0.01 0.00 0.02 -0.09
C -1.210 3.201 -2.902 -0.02 -0.01 0.03 -0.08
C -0.226 2.377 -2.376 0.01 -0.01 0.02 -0.13
H 3.379 1.477 -3.181 0.02 0.12 -0.09 0.08
H 2.394 2.479 -2.122 -0.03 -0.02 0.01 0.08
H 3.559 3.031 0.012 0.03 0.03 0.11 0.11
H 4.284 1.624 0.827 0.08 0.01 0.03 0.07
H -0.300 2.766 2.150 0.00 0.00 -0.03 0.06
H -0.519 4.279 4.074 0.01 0.00 -0.01 0.11
H 1.509 5.135 5.214 -0.01 -0.02 0.00 0.10
H 3.747 4.423 4.437 -0.02 0.02 0.00 0.10
H 3.969 2.872 2.557 0.01 0.01 0.01 0.10
H 1.636 0.750 3.756 0.01 0.07 -0.06 0.12
H 2.937 -0.829 5.111 -0.01 -0.02 0.00 0.11
H 4.536 -2.330 4.072 -0.01 0.05 0.02 0.10
H 4.894 -2.313 1.614 -0.02 -0.01 -0.01 0.10
H 3.678 -0.774 0.187 0.05 0.00 0.02 0.10
H 6.093 2.130 0.089 -0.01 0.04 -0.01 0.10
H 8.369 1.549 -0.531 -0.01 0.00 0.01 0.10
H 8.826 0.100 -2.487 -0.01 -0.01 0.01 0.10
H 6.910 -0.818 -3.778 -0.01 -0.01 0.01 0.10
H 4.621 -0.311 -3.127 -0.02 0.04 -0.03 0.09
H 2.042 -2.596 -2.449 0.03 0.01 0.00 0.09
H 3.049 -4.063 -4.163 0.00 0.01 0.00 0.10
H 3.689 -3.131 -6.364 -0.01 0.01 0.00 0.10
H 3.315 -0.732 -6.840 0.01 -0.01 0.02 0.10
H 2.341 0.733 -5.126 -0.02 0.01 0.00 0.11
H -0.199 -0.017 -4.763 0.05 0.00 -0.05 0.10
H -1.919 1.456 -5.707 0.02 -0.01 0.01 0.10
H -2.563 3.539 -4.535 -0.01 -0.02 0.01 0.10
H -1.511 4.090 -2.360 0.02 -0.01 -0.01 0.10
H 0.221 2.626 -1.420 0.01 0.01 -0.01 0.07
C -2.821 -2.556 2.728 -0.05 0.05 0.09 -0.25
As -3.062 -1.064 3.931 -0.08 -0.18 0.15 0.64
C -4.941 -1.112 4.379 0.06 -0.04 0.02 -0.26
C -2.140 -1.542 5.563 -0.03 -0.02 -0.08 -0.24
S -2.520 0.825 3.241 0.08 0.14 -0.11 0.03
H -2.870 -3.478 3.306 0.01 -0.01 0.01 0.05
H -1.848 -2.491 2.244 0.05 -0.06 0.00 0.00
H -3.611 -2.540 1.980 0.06 0.01 0.00 -0.01
H -5.220 -2.095 4.758 0.02 0.01 -0.01 0.04
H -5.514 -0.880 3.484 0.02 0.01 -0.02 0.03
H -5.134 -0.351 5.132 0.00 0.01 0.01 0.04
H -2.751 -2.225 6.151 0.01 -0.03 -0.01 0.04
H -1.951 -0.627 6.118 -0.02 0.02 0.02 0.03
H -1.193 -2.014 5.308 -0.03 0.02 -0.03 0.01
C 1.046 -0.809 2.300 -0.01 0.22 -0.34 -0.36
C 0.919 -2.270 2.248 -0.15 -0.03 -0.04 -0.29
C 0.695 -3.023 3.409 0.02 -0.01 -0.04 -0.06
C 0.392 -4.372 3.346 -0.05 0.04 0.02 -0.10
C 0.290 -5.016 2.117 -0.01 -0.01 0.00 -0.11
C 0.516 -4.293 0.955 -0.01 -0.01 0.01 -0.08
C 0.836 -2.943 1.019 0.06 0.06 0.04 -0.08
H 0.773 -2.527 4.371 0.03 -0.02 -0.02 0.10
H 0.228 -4.928 4.262 0.02 -0.01 -0.01 0.10
H 0.048 -6.071 2.070 0.00 0.01 -0.01 0.09
H 0.448 -4.783 -0.009 0.01 0.01 0.00 0.10
H 1.044 -2.386 0.109 -0.03 -0.03 -0.03 0.08
```
Forces are in eV/Å.



no.,LUMO energy (eV)
1,-0.50
2,0.45